Entry 1:
One molecule with the formula C27H25N3O4S, computed with ωB97M-V/def2-TZVPD.

Output
Gap between HOMO and LUMO: 8.45 eV
Electronic energy: -51900.1244 eV
SMILES string: COc1ccc(N(CC(=O)Nc2ccc(Cc3ccncc3)cc2)S(=O)(=O)c2ccccc2)cc1
Energy relative to the best compared isomer or geometry (same formula, charge and spin): 19.4 kcal/mol
Strongest force on any atom: 1.0 eV Å⁻¹
Molar mass: 487.6 Da
Lowest unoccupied orbital energy: 0.24 eV

Cartesian coordinates (Å):
C  3.63801  -7.02556  -1.30635
H  4.11466  -7.89172  -0.85041
O  3.08027  -6.29434  -0.24079
C  2.42180  -5.13689  -0.51959
C  2.23362  -4.60998  -1.79117
C  1.52632  -3.43093  -1.96189
C  1.01265  -2.74736  -0.86867
C  1.21615  -3.26865  0.40912
C  1.90362  -4.44805  0.57982
H  2.06330  -4.85999  1.56318
H  0.82165  -2.73415  1.25796
N  0.25687  -1.56754  -0.98633
S  -1.29646  -1.66918  -0.31140
O  -2.14967  -0.82129  -1.08424
O  -1.17615  -1.40101  1.09413
C  -1.73445  -3.38708  -0.56302
C  -1.99027  -3.80326  -1.85487
C  -2.26519  -5.13975  -2.09005
C  -2.27903  -6.03686  -1.03311
C  -2.03354  -5.60335  0.26003
C  -1.75763  -4.26727  0.49999
H  -1.56721  -3.89388  1.49299
H  -2.05437  -6.30437  1.08008
H  -2.48912  -7.07954  -1.21859
H  -2.46792  -5.48043  -3.09387
H  -1.98523  -3.07809  -2.65320
C  0.40269  -0.70976  -2.13592
H  -0.27769  -0.97463  -2.95436
H  1.43097  -0.78360  -2.50133
C  0.14362  0.77247  -1.81954
O  0.07918  1.57482  -2.72370
N  0.06669  1.05225  -0.50023
C  -0.30038  2.25887  0.10792
C  -0.33051  3.47291  -0.57052
C  -0.69271  4.62362  0.10284
C  -1.02648  4.59583  1.45134
C  -0.98915  3.37982  2.12055
C  -0.63265  2.22069  1.45927
H  -0.62620  1.27371  1.97977
H  -1.24845  3.33495  3.16905
C  -1.39195  5.87243  2.16242
C  -0.21461  6.80740  2.20783
C  1.00541  6.38504  2.72712
C  2.06699  7.27272  2.74621
N  1.99050  8.51396  2.29459
C  0.83365  8.91580  1.79885
C  -0.29186  8.10965  1.73060
H  -1.21242  8.49103  1.31371
H  0.80989  9.93601  1.43743
H  3.03096  6.98020  3.14244
H  1.11977  5.37939  3.10257
H  -2.22447  6.35970  1.64928
H  -1.70777  5.64514  3.18400
H  -0.71441  5.56380  -0.42932
H  -0.08215  3.50550  -1.61762
H  0.07769  0.26146  0.13175
H  1.37824  -3.05218  -2.96125
H  2.62230  -5.10907  -2.66443
H  4.39070  -6.44106  -1.84474
H  2.86878  -7.36403  -2.00801

---

Entry 2:
A 2-piece molecular cluster, C27H25NO3 overall in a non-equilibrium geometry, computed with ωB97M-V/def2-TZVPD.

Output
Gap between HOMO and LUMO: 3.26 eV
Electronic energy: -36034.1171 eV
Energy relative to the best compared isomer or geometry (same formula, charge and spin): 30.2 kcal/mol
Strongest force on any atom: 1.5 eV Å⁻¹
Molar mass: 411.5 Da
Lowest unoccupied orbital energy: -2.95 eV

Cartesian coordinates (Å):
C  -0.87015  0.61622  -3.31114
C  -0.81336  -0.83387  -3.11007
C  -1.97823  -1.64837  -3.22747
O  -3.10649  -1.18932  -3.43242
C  -1.70930  -3.15790  -3.07229
C  -0.39532  -3.54606  -3.69603
O  0.71249  -2.70638  -3.28012
C  0.47237  -1.45456  -2.80011
O  1.33636  -0.86778  -2.14908
H  0.15181  0.99000  -3.41561
H  -1.45305  0.85455  -4.21083
H  -1.34720  1.11821  -2.46162
H  -1.67509  -3.38797  -1.99325
H  -2.53425  -3.71514  -3.53142
H  -0.09477  -4.54536  -3.37342
H  -0.48412  -3.51721  -4.79262
C  5.40051  -1.39160  1.88830
N  4.17578  -1.10140  2.61231
C  4.42240  -0.79962  4.01481
C  3.03487  -0.63003  1.93545
C  2.05033  -1.52846  1.43658
C  0.87998  -1.04758  0.87624
C  0.63893  0.33891  0.76469
C  -0.67437  0.84101  0.46498
C  -0.93687  2.15235  -0.07901
C  -2.32376  2.47665  0.14267
C  -2.80853  3.74556  -0.14517
C  -1.92974  4.68847  -0.69670
C  -0.59453  4.34774  -0.98174
C  -0.08218  3.08435  -0.66520
C  -2.94383  1.33512  0.79276
C  -1.93021  0.31752  0.96974
C  -2.23549  -0.82879  1.70164
C  -3.54601  -0.98793  2.18273
C  -4.51423  0.02186  2.03720
C  -4.21303  1.19590  1.33463
C  1.69646  1.22216  1.11250
C  2.84436  0.75419  1.72260
H  5.18920  -1.45884  0.81665
H  6.15764  -0.60528  2.05924
H  5.82615  -2.34310  2.23998
H  3.49357  -0.50238  4.51155
H  4.82639  -1.69413  4.51485
H  5.16881  0.00456  4.13342
H  2.21156  -2.60331  1.53332
H  0.12608  -1.73669  0.49439
H  -3.85037  3.97404  0.08122
H  -2.27916  5.70205  -0.90599
H  0.06985  5.07565  -1.45489
H  0.94993  2.80358  -0.88712
H  -1.46265  -1.57387  1.88893
H  -3.81118  -1.91596  2.69653
H  -5.50290  -0.10369  2.48621
H  -4.93141  2.00640  1.20625
H  1.58217  2.29731  0.96354
H  3.61379  1.45819  2.05741

---

Entry 3:
C27H26BIN6O7S4SbW as an isolated structure in a non-equilibrium geometry, computed with ωB97M-V/def2-TZVPD.

Output
Gap between HOMO and LUMO: 5.77 eV
Electronic energy: -112182.4386 eV
Energy relative to the best compared isomer or geometry (same formula, charge and spin): 12.9 kcal/mol
Charge: -1
Strongest force on any atom: 1.5 eV Å⁻¹
Molar mass: 1118.1 Da
Lowest unoccupied orbital energy: 0.39 eV

Cartesian coordinates (Å):
W  -0.15363  1.08924  0.66316
C  -1.32523  0.39502  -3.24660
C  -1.60605  -0.63293  -2.19116
C  -2.33485  -1.80797  -2.44968
C  -2.24792  -2.56471  -1.30701
C  -2.79113  -3.92620  -1.01718
N  -1.52131  -1.86281  -0.41940
N  -1.15250  -0.66732  -0.93308
B  -0.81976  -2.38594  0.83116
N  0.68499  -2.18851  0.66547
N  1.24479  -0.95988  0.75139
C  2.56718  -1.12148  0.65364
C  3.64221  -0.08674  0.79770
C  2.84726  -2.48167  0.47590
C  1.63042  -3.12634  0.49721
C  1.31613  -4.58012  0.35644
N  -1.26518  -1.63299  2.07208
N  -1.08901  -0.29810  2.22709
C  -1.67625  0.05576  3.37821
C  -1.80287  1.41981  3.95740
C  -2.19792  -1.08997  3.98042
C  -1.92274  -2.13425  3.12932
C  -2.25744  -3.58304  3.27796
H  -1.25032  -0.12597  -4.20259
H  -0.40369  0.93080  -3.06973
H  -2.13325  1.11752  -3.34749
H  -2.82951  -2.06769  -3.37202
H  -3.42905  -4.23804  -1.84324
H  -3.38679  -3.93606  -0.10341
H  -1.99656  -4.66460  -0.89831
H  -1.06402  -3.55164  0.96432
H  3.32959  0.93870  0.65377
H  4.45059  -0.31936  0.10212
H  4.04643  -0.13039  1.81029
H  3.82274  -2.92697  0.36387
H  2.24362  -5.13458  0.22033
H  0.67478  -4.76796  -0.50586
H  0.80664  -4.97373  1.23638
H  -2.20875  2.12806  3.24092
H  -0.85181  1.81902  4.30961
H  -2.48196  1.36207  4.80797
H  -2.72657  -1.13071  4.91826
H  -2.78356  -3.72725  4.22060
H  -1.36285  -4.20630  3.28453
H  -2.89822  -3.93638  2.46998
S  3.16006  4.50927  1.86953
Sb  1.39952  3.48883  2.84014
S  1.32596  1.10092  2.63291
S  -0.59934  3.30142  1.47476
S  0.83093  4.02106  4.95207
O  -5.02967  4.06987  -1.86260
C  -4.12301  3.38726  -1.49067
C  -4.17021  2.33038  -0.35250
O  -5.15859  1.92617  0.20210
C  -2.76583  1.95842  -0.19933
C  -1.94690  2.52292  -1.11890
O  -0.69716  2.19234  -1.07025
C  -2.66547  3.42774  -2.02808
O  -2.27383  4.03399  -2.98952
O  -2.19320  1.16716  0.67737
I  6.39661  3.59886  -4.84301
C  4.87568  2.90915  -3.59755
C  4.48624  3.67944  -2.51164
C  3.47221  3.21786  -1.68314
C  2.86472  2.00183  -1.96315
C  3.26269  1.23211  -3.04919
C  4.27836  1.68385  -3.87577
C  1.79400  1.51985  -1.07937
O  1.08580  0.51913  -1.29174
O  1.54205  2.13081  0.01559
H  4.96535  4.62660  -2.30640
H  3.16708  3.77784  -0.80405
H  2.77650  0.28248  -3.23601
H  4.60279  1.09500  -4.72233